Formula: C5H4O2
Source: OMol25
Level of theory: ωB97M-V/def2-TZVPD

```
11
Properties=species:S:1:pos:R:3
C -0.19148 -0.60708 1.04905
C 0.08294 -0.18251 -0.19634
H -1.39458 2.37661 0.47656
C -0.94811 0.46525 1.72621
H 0.11792 -1.61329 1.34908
C 0.96954 -0.54134 -1.38778
O 1.46915 -1.65042 -1.42176
O -0.45470 1.04243 -0.38313
H 1.18976 0.44124 -1.90709
C -1.04312 1.43996 0.76855
H -1.24732 0.21362 2.76245
```

Properties
M = 96.08 g/mol
multiplicity = 1
structure (SMILES) = O=Cc1ccco1
net charge = 0
HOMO-LUMO gap = 9.63 eV
max |F| = 0.06500 hartree/bohr
relative energy (zero: lowest compared OMol25 entry of this formula, charge and spin) = 34.1 kcal/mol